Here is C42H37NdP2S as an isolated structure in a non-equilibrium geometry from the OMol25 dataset. Energies are from wB97M-V/def2-TZVPD.

```
83
Properties=species:S:1:pos:R:3:forces:R:3:lowdin_charge:R:1
C 0.69518 -1.31692 -3.26028 -0.1 -0.4 0.5 -0.15
C -0.29846 -1.69817 -2.32954 0.2 0.1 -0.3 -0.35
C -1.61177 -1.80755 -2.80961 -0.3 0.0 0.3 -0.09
C -1.94130 -1.45560 -4.12575 0.1 -0.1 -0.1 -0.06
C -0.96227 -1.03706 -5.03367 -0.1 -0.2 0.7 -0.05
C 0.35761 -0.99550 -4.57652 0.4 0.0 -0.3 -0.09
P 0.01269 -1.83427 -0.48299 0.0 -1.0 -1.0 0.95
C -1.33534 -2.90718 0.19482 0.5 -0.4 0.4 -0.39
C -2.34098 -2.41743 1.06198 0.1 0.0 -0.1 -0.14
C -3.33202 -3.30021 1.51185 -0.5 0.4 0.6 -0.06
C -3.36957 -4.64434 1.12892 0.6 0.3 -0.5 -0.04
C -2.34058 -5.14471 0.31746 0.3 0.8 0.3 -0.02
C -1.28126 -4.29387 -0.06547 -0.9 -0.2 0.2 -0.05
Nd -0.77118 0.38479 1.05169 -0.2 0.7 2.9 1.32
P 0.17076 2.20123 -0.72676 0.0 1.4 0.7 0.93
C -1.45140 2.30443 -1.66942 1.1 1.0 -1.4 -0.41
C -1.30473 2.68811 -3.02430 -0.5 -0.4 0.5 -0.12
C -2.33783 2.51674 -3.94999 0.6 0.8 0.4 -0.04
C -3.57313 2.05854 -3.50647 0.1 -0.5 0.6 -0.05
C -3.73994 1.70772 -2.14683 0.0 0.3 0.0 -0.04
C -2.70880 1.93178 -1.18846 0.3 -0.5 -0.5 -0.14
C -0.05157 3.53402 0.57125 0.5 0.2 -0.3 -0.39
C 0.92445 3.70205 1.58888 -0.5 -0.6 -0.1 -0.11
C 0.60670 4.48128 2.70415 0.5 0.0 -0.3 -0.07
C -0.55087 5.25606 2.72573 -0.2 -0.2 -0.1 -0.04
C -1.44370 5.21032 1.65851 0.2 -0.1 -0.4 -0.05
C -1.18290 4.37368 0.56816 -0.1 -0.5 0.3 -0.09
C 1.79973 2.42618 -1.53582 0.4 1.1 -0.2 -0.41
C 2.87204 1.51586 -1.33771 -1.0 0.4 0.1 -0.10
C 4.12382 1.80357 -1.86989 -0.1 0.2 0.0 -0.06
C 4.35050 2.98363 -2.58035 -0.5 0.1 0.1 -0.04
C 3.30810 3.89418 -2.75766 -0.4 0.2 0.0 -0.05
C 2.03660 3.63431 -2.23240 0.0 -0.3 0.2 -0.08
C 1.58646 -2.70031 -0.21466 0.6 -0.4 -0.1 -0.39
C 2.12856 -3.49848 -1.23492 0.3 0.0 -0.1 -0.10
C 3.40969 -4.06060 -1.10391 -0.1 0.1 0.4 -0.05
C 4.15011 -3.86707 0.07460 -0.6 0.3 -0.3 -0.04
C 3.59733 -3.08924 1.10682 0.0 -0.3 -0.2 -0.06
C 2.32132 -2.54064 0.97960 -0.2 0.4 -0.3 -0.09
H 1.90614 3.20267 1.48722 -0.7 0.1 0.3 0.12
H 1.28109 4.49108 3.55723 0.0 0.2 -0.3 0.12
H -0.75540 5.91103 3.56840 0.0 -0.2 -0.1 0.12
H -2.34227 5.81968 1.65197 0.2 0.0 0.0 0.12
H -1.84873 4.35493 -0.29548 0.0 0.0 0.4 0.10
H -0.33549 3.10340 -3.28803 -0.3 -0.2 -0.4 0.09
H -2.15141 2.78590 -4.99376 -0.3 0.0 0.4 0.13
H -4.39694 1.98321 -4.22922 0.3 -0.2 0.6 0.13
H -4.68219 1.23102 -1.86352 0.2 0.6 0.2 0.12
H -2.83731 1.93643 -0.08183 -0.5 -0.4 -0.7 0.09
H 2.70211 0.61789 -0.73637 0.1 0.1 -0.3 0.10
H 4.94402 1.11802 -1.71677 0.0 -0.1 0.1 0.11
H 5.33313 3.22117 -2.97329 -0.1 -0.1 0.0 0.12
H 3.46514 4.83724 -3.28891 0.1 -0.4 0.2 0.12
H 1.22664 4.37654 -2.33276 0.6 -0.4 0.0 0.12
H 1.55704 -3.67209 -2.15266 0.3 0.1 0.3 0.11
H 3.83481 -4.63524 -1.93050 -0.2 0.1 0.3 0.12
H 5.13899 -4.31961 0.18609 -0.4 0.3 -0.1 0.12
H 4.17687 -2.91229 2.01141 -0.2 -0.1 -0.1 0.12
H 1.88060 -1.95921 1.80091 0.3 -0.2 -0.2 0.10
H -2.35665 -1.36314 1.50545 -0.3 -1.5 -0.6 0.04
H -4.10333 -2.93932 2.20902 0.5 -0.1 -0.4 0.13
H -4.16240 -5.30988 1.47656 0.2 0.3 -0.1 0.13
H -2.35743 -6.18621 0.01566 0.2 0.1 0.1 0.12
H -0.40092 -4.73669 -0.52886 -0.3 0.3 -0.3 0.11
H -2.37137 -2.20836 -2.12758 0.1 0.3 -0.4 0.11
H -2.96432 -1.51693 -4.49620 0.2 -0.1 0.4 0.12
H -1.28300 -0.78184 -6.05369 0.5 -0.1 0.5 0.12
H 1.16854 -0.65653 -5.23069 -0.4 -0.3 0.1 0.12
H 1.74849 -1.26321 -2.95600 -0.5 0.1 -0.1 0.11
H 0.13166 1.11344 -3.25770 0.5 -0.3 0.3 0.10
H 0.63830 1.00974 -2.71502 -0.2 -0.1 -0.8 0.06
S -0.20467 0.87603 3.74460 -0.2 0.3 -2.0 0.43
C -0.17349 -0.15383 5.16496 -0.3 -1.5 1.2 -0.71
C 0.96528 -0.94403 5.45550 -0.4 0.3 -0.3 -0.14
C 0.94367 -1.89099 6.47245 -0.9 0.1 0.9 -0.08
C -0.21532 -2.02352 7.28602 0.2 0.3 -0.6 -0.07
C -1.34671 -1.22387 7.03209 0.7 -0.1 0.1 -0.08
C -1.31642 -0.28348 5.99221 0.4 -0.1 -0.4 -0.12
H 1.86172 -0.78338 4.86455 -0.1 -0.2 0.0 0.09
H 1.81442 -2.51771 6.69789 -0.3 0.4 -0.2 0.11
H -0.21703 -2.73029 8.12375 0.0 0.3 -0.5 0.11
H -2.23682 -1.32882 7.66565 0.4 0.1 -0.3 0.11
H -2.18108 0.35175 5.79817 0.2 -0.2 0.0 0.10
```
Positions in Å, forces in eV/Å.

- Gap between HOMO and LUMO (spin up / spin down): 0.214 / 0.221 Eh
- Highest occupied orbital energy (spin up / spin down): -0.455 / -0.455 Eh
- Molecular weight: 780.01 Da
- <S²>: 3.76
- Net charge: +2
- Maximum force: 2.9 eV Å⁻¹
- 2S+1: 4



Here is C4H11BN as an isolated structure in a non-equilibrium geometry from the OMol25 dataset. Energies are from wB97M-V/def2-TZVPD.

```
17
Properties=species:S:1:pos:R:3:forces:R:3:lowdin_charge:R:1
B 1.66399 0.38660 -0.09313 -2.9 0.5 0.7 -0.13
C 0.44949 1.45996 -0.01099 0.4 1.5 0.7 -0.13
C 1.29688 -1.10531 0.03340 -3.0 -1.1 0.3 0.02
C -1.01262 0.95719 0.27821 0.8 2.5 -1.0 -0.20
C -0.67783 -1.50274 0.21228 3.5 1.1 -1.1 0.02
N -1.25003 -0.27394 -0.46566 -1.3 -0.8 0.2 -0.05
H 2.74543 0.72408 -0.19013 1.3 0.4 -0.2 0.07
H 0.44788 2.34070 0.75493 1.1 -1.3 -1.5 0.14
H 0.70612 1.93941 -1.06575 -1.3 -0.6 1.6 0.15
H 1.59896 -1.88110 -0.65199 0.3 0.0 -0.2 0.07
H 1.81876 -1.30038 0.99409 -0.6 -0.4 0.0 0.11
H -1.18077 0.83737 1.36963 0.0 -0.1 -0.8 0.15
H -1.76897 1.68670 -0.17103 1.1 -0.6 1.0 0.15
H -1.02589 -2.36029 -0.40061 0.7 0.3 0.9 0.11
H -0.80875 -1.50946 1.29840 -0.6 -0.1 -0.5 0.10
H -2.34118 -0.25653 -0.55005 2.5 -0.9 -0.7 0.23
H -0.66147 -0.14228 -1.34161 -1.8 -0.5 0.7 0.20
```
Positions in Å, forces in eV/Å.

- Gap between HOMO and LUMO: 0.410 Eh
- Highest occupied orbital energy: -0.539 Eh
- Molecular weight: 83.95 Da
- Net charge: +1
- Maximum force: 3.8 eV Å⁻¹



Here is C41H50N2OP2PtSi2 as an isolated structure from the OMol25 dataset. Energies are from wB97M-V/def2-TZVPD.

```
99
Properties=species:S:1:pos:R:3:forces:R:3:lowdin_charge:R:1
Pt 0.32639 -0.09083 -1.50946 0.0 0.0 -0.1 1.13
C 1.94981 -3.52041 -2.74392 0.0 0.0 0.0 -0.15
Si 2.90626 -2.06348 -2.09581 0.0 0.0 0.0 0.37
C 3.18639 -0.79927 -3.43172 0.0 0.0 0.0 -0.17
C 4.48815 -2.59940 -1.27903 0.0 0.0 0.0 -0.15
N 1.89283 -1.20696 -0.88069 0.0 0.0 0.1 -0.40
P 1.84326 -1.24310 0.73747 0.0 0.0 0.0 0.74
C 0.16535 -0.93092 1.18147 0.0 0.0 0.1 -0.09
P -1.49785 -0.78460 0.62657 0.0 0.0 0.0 0.73
N -1.42588 -0.98748 -0.97687 0.0 0.1 -0.2 -0.40
Si -2.38970 -1.93244 -2.16016 0.0 0.0 0.0 0.37
C -2.19351 -3.73957 -1.77585 0.0 0.0 0.0 -0.15
C -1.68873 -1.47089 -3.81967 0.0 0.0 0.0 -0.18
C -4.16282 -1.39267 -2.02801 0.0 0.0 0.0 -0.15
C -2.07902 0.84706 1.06521 0.0 0.0 0.0 -0.33
C -2.03829 1.25034 2.40061 0.0 0.0 0.0 -0.07
C -2.53941 2.49255 2.75218 0.0 0.0 0.0 -0.05
C -3.08868 3.31861 1.77787 0.0 0.0 0.0 -0.05
C -3.12581 2.91767 0.45122 0.0 0.0 0.0 -0.06
C -2.61304 1.68128 0.08800 0.0 0.0 0.0 -0.08
C -2.48322 -1.99302 1.47939 0.0 0.0 0.0 -0.31
C -3.84602 -1.75745 1.66327 0.0 0.0 0.0 -0.07
C -4.63505 -2.73791 2.24344 0.0 0.0 0.0 -0.04
C -4.06456 -3.93716 2.64864 0.0 0.0 0.0 -0.04
C -2.70280 -4.16354 2.48546 0.0 0.0 0.0 -0.05
C -1.90879 -3.19410 1.89883 0.0 0.0 0.0 -0.08
C 2.80284 0.03314 1.53039 0.0 0.0 0.0 -0.34
C 2.51599 0.40249 2.84479 0.0 0.0 0.0 -0.08
C 3.28894 1.36869 3.46644 0.0 0.0 0.0 -0.05
C 4.34483 1.95892 2.78082 0.0 0.0 0.0 -0.04
C 4.62797 1.59171 1.47256 0.0 0.0 0.0 -0.05
C 3.85507 0.62827 0.84127 0.0 0.0 0.0 -0.08
C 2.30428 -2.83839 1.38170 0.0 0.0 0.0 -0.31
C 3.30163 -2.98074 2.34325 0.0 0.0 0.0 -0.05
C 3.65232 -4.25128 2.77746 0.0 0.0 0.0 -0.04
C 3.01012 -5.36509 2.25781 0.0 0.0 0.0 -0.04
C 2.01171 -5.22369 1.29929 0.0 0.0 0.0 -0.05
C 1.65629 -3.96220 0.85868 0.0 0.0 0.0 -0.11
H 2.43114 -3.89729 -3.64950 0.0 0.0 0.0 0.05
H 0.92543 -3.24888 -3.00984 0.0 0.0 0.0 0.01
H 1.91662 -4.34384 -2.02830 0.0 0.0 0.0 0.03
H 3.83341 -1.21036 -4.20963 0.0 0.0 0.0 0.05
H 3.66649 0.10248 -3.04556 0.0 0.0 0.0 0.03
H 2.25018 -0.50451 -3.91382 0.0 0.0 0.0 0.02
H 5.14660 -3.03654 -2.03379 0.0 0.0 0.0 0.05
H 4.31819 -3.36277 -0.51834 0.0 0.0 0.0 0.03
H 5.03304 -1.77134 -0.82085 0.0 0.0 0.0 0.03
H -1.13952 -4.02852 -1.75014 0.0 0.0 0.0 0.02
H -2.68145 -4.34975 -2.53884 0.0 0.0 0.0 0.05
H -2.64441 -3.99276 -0.81456 0.0 0.0 0.0 0.03
H -0.63948 -1.75199 -3.93262 0.0 0.0 0.0 0.01
H -1.77721 -0.39562 -3.99626 0.0 0.0 0.0 0.03
H -2.24774 -1.97559 -4.61099 0.0 0.0 0.0 0.05
H -4.61108 -1.64320 -1.06585 0.0 0.0 0.0 0.02
H -4.74312 -1.91003 -2.79686 0.0 0.0 0.0 0.05
H -4.28036 -0.32104 -2.20021 0.0 0.0 0.0 0.03
H -1.63853 0.59064 3.16323 0.0 0.0 0.0 0.12
H -2.52103 2.80967 3.78609 0.0 0.0 0.0 0.12
H -3.49322 4.28219 2.05948 0.0 0.0 0.0 0.12
H -3.55139 3.56794 -0.30217 0.0 0.0 0.0 0.12
H -2.63859 1.35600 -0.94546 0.0 0.0 0.0 0.10
H -4.28524 -0.81270 1.36476 0.0 0.0 0.0 0.12
H -5.69191 -2.56233 2.39061 0.0 0.0 0.0 0.12
H -4.68306 -4.69658 3.10797 0.0 0.0 0.0 0.12
H -2.26262 -5.09234 2.82206 0.0 0.0 0.0 0.12
H -0.84487 -3.36513 1.78089 0.0 0.0 0.0 0.09
H 1.69676 -0.06333 3.38170 0.0 0.0 0.0 0.11
H 3.07323 1.65734 4.48621 0.0 0.0 0.0 0.12
H 4.95190 2.70788 3.27161 0.0 0.0 0.0 0.12
H 5.45089 2.05394 0.94453 0.0 0.0 0.0 0.12
H 4.06191 0.35005 -0.18505 0.0 0.0 0.0 0.10
H 3.81257 -2.11235 2.73772 0.0 0.0 0.0 0.11
H 4.43191 -4.37031 3.51723 0.0 0.0 0.0 0.12
H 3.28988 -6.35313 2.59817 0.0 0.0 0.0 0.12
H 1.51971 -6.09820 0.89494 0.0 0.0 0.0 0.12
H 0.89224 -3.84723 0.09666 0.0 0.0 0.0 0.10
C -1.16653 6.94211 1.35773 0.0 0.0 0.0 -0.02
C -0.86858 5.87370 0.35211 0.0 0.0 0.0 -0.23
C -0.03579 4.80450 0.66572 0.0 0.0 0.0 0.01
C 0.25205 3.80553 -0.24656 0.0 0.1 0.0 -0.17
C 1.18270 2.71110 0.17824 0.0 0.0 0.0 -0.04
C -0.30918 3.89301 -1.54418 0.0 0.0 0.0 -0.11
C -0.04657 2.94117 -2.58351 -0.1 0.1 0.1 -0.13
O 0.40120 1.78080 -2.50453 0.0 -0.1 -0.1 -0.17
C -1.13454 4.99986 -1.89257 0.0 0.0 0.0 -0.19
C -1.73876 5.16871 -3.26353 0.0 0.0 0.0 -0.03
C -1.41035 5.95015 -0.93101 0.0 0.0 0.0 0.01
H -0.73321 6.71405 2.32934 0.0 0.0 0.0 0.08
H -2.24358 7.07206 1.47531 0.0 0.0 0.0 0.09
H -0.76674 7.90010 1.02108 0.0 0.0 0.0 0.10
H 0.40783 4.75479 1.65315 0.0 0.0 0.0 0.13
H 1.71342 2.99829 1.08535 0.0 0.0 0.0 0.09
H 1.91676 2.46906 -0.58981 0.0 0.0 0.0 0.09
H 0.61862 1.79974 0.40058 0.0 0.0 0.0 0.04
H -0.26833 3.27551 -3.60123 0.0 0.0 0.0 0.14
H -2.34781 4.31287 -3.55645 0.0 0.0 0.0 0.09
H -0.97154 5.31160 -4.02680 0.0 0.0 0.0 0.10
H -2.37632 6.04910 -3.28177 0.0 0.0 0.0 0.09
H -2.04930 6.78758 -1.18485 0.0 0.0 0.0 0.13
```
Positions in Å, forces in eV/Å.

- Gap between HOMO and LUMO (spin up / spin down): 0.304 / 0.254 Eh
- Highest occupied orbital energy (spin up / spin down): -0.503 / -0.515 Eh
- Molecular weight: 900.06 Da
- <S²>: 6.02
- Net charge: +2
- Maximum force: 0.2 eV Å⁻¹
- 2S+1: 5